*1*
24
Properties=species:S:1:pos:R:3 method="wB97M-V/def2-TZVPD" smiles="O=C(O)[C@H](O)Cc1ccc(O)c(O)c1" homo_energy_ev=-8.33
O 2.50168 1.58599 0.49085
C 2.77531 0.96706 -0.49889
O 3.86809 1.19340 -1.21089
C 1.87336 -0.14648 -1.05649
O 2.54534 -0.71087 -2.16812
C 0.48211 0.42426 -1.43184
C -0.57019 0.05403 -0.42329
C -1.61563 -0.79605 -0.74534
C -2.56697 -1.13883 0.20166
C -2.48344 -0.64034 1.49077
O -3.41235 -0.97792 2.42117
C -1.42360 0.21681 1.82110
O -1.37912 0.68373 3.11143
C -0.48272 0.55779 0.87058
H 3.89827 0.57422 -1.96403
H 1.75275 -0.89887 -0.26327
H 2.01990 -1.43730 -2.51745
H 0.20661 0.03257 -2.41362
H 0.54778 1.51142 -1.51407
H -1.70139 -1.19462 -1.74554
H -3.38485 -1.79666 -0.04354
H -3.17988 -0.52844 3.24555
H -0.60675 1.25146 3.21190
H 0.33570 1.21362 1.13139

---

*2*
24
Properties=species:S:1:pos:R:3 method="wB97M-V/def2-TZVPD" homo_energy_ev=-8.04
O -2.98055 1.09897 -1.56407
C -2.18159 0.48265 -0.60692
C -0.81228 0.48390 -0.59231
C -0.10318 1.19171 -1.65635
C 0.98519 0.66268 -2.26508
C 1.28500 -0.84275 -1.95373
C 0.88617 -1.30491 -0.76637
C 0.14189 -0.31542 0.22819
C -0.04712 -0.66432 1.67712
O 0.13211 -1.99286 1.96140
O -1.12690 -0.15409 2.48370
C 1.11579 0.22714 1.41099
O 2.39089 -0.23690 1.32153
O 0.82610 1.51009 1.85686
H -3.91796 0.91399 -1.52045
H -2.66288 -0.18934 0.15313
H -0.47841 2.23655 -1.96843
H 1.74365 1.24862 -2.75661
H 1.57014 -1.49911 -2.77847
H 1.03169 -2.36396 -0.59357
H -0.49292 -2.50439 1.58696
H -0.78709 0.59039 3.10621
H 2.55489 -0.75314 2.06894
H 0.92738 2.17450 1.16734

---

Taking the most stable structure as the zero point, the relative energies in kJ/mol are *1* 0.0; *2* 462.7.

---

*1*
27
Properties=species:S:1:pos:R:3 method="wB97M-V/def2-TZVPD" homo_energy_ev=-7.40
C -2.81132 0.05005 1.48717
N -3.33379 0.57507 0.18895
S -4.68595 -0.19325 -0.38555
C -2.46265 1.22654 -0.53028
O -1.40986 1.85790 -0.06357
H -1.90146 -0.48085 1.42516
H -2.92798 0.79993 2.34805
H -3.44807 -0.69242 1.87077
H -2.55304 1.50199 -1.51196
H -0.84930 1.27141 0.46896
C -1.29979 -2.21583 -0.46968
N -0.35967 -1.17807 -0.01588
C 0.65782 -0.73276 -0.60968
C 1.48434 0.42112 -0.03147
C 2.84012 -0.25417 0.35372
C 1.76460 1.76749 -0.85658
H -0.99823 -2.48166 -1.53293
H -1.14589 -2.89631 0.34115
H -2.35712 -1.68677 -0.51935
H 0.88976 -1.26835 -1.50449
H 1.15240 0.62052 0.98821
H 3.50852 -0.66545 -0.51307
H 2.66612 -1.05709 0.93073
H 3.39110 0.35654 0.91546
H 2.36834 1.59685 -1.79259
H 2.27064 2.43780 -0.18548
H 0.77230 2.01383 -1.25247

---

*2*
27
Properties=species:S:1:pos:R:3 method="wB97M-V/def2-TZVPD" homo_energy_ev=-9.18
C 3.22793 2.27959 -0.25158
C 2.10366 1.85770 0.35139
C 2.26215 -1.29245 0.22950
C -0.81974 -2.50907 0.13086
C 0.97863 0.87248 -0.14118
C 0.87286 -0.58637 0.31849
C -0.13244 -1.50256 -0.42286
N -2.85144 1.62950 -0.94108
N -3.42204 -0.83592 -0.57512
O -3.45892 0.71710 1.36402
S -2.48724 0.48803 -0.00933
H 3.78876 3.23327 0.18757
H 3.64857 1.85336 -1.18631
H 1.64177 2.40336 1.22105
H 2.95373 -0.62257 0.45064
H 2.43332 -2.20492 0.84754
H 2.39132 -1.54894 -0.74122
H -1.35687 -3.22176 -0.47166
H -0.92485 -2.80488 1.23056
H -3.45476 1.59858 1.56497
H -0.05610 1.23758 0.05726
H 1.15364 1.03299 -1.27387
H 0.78508 -0.45906 1.47183
H 0.11257 -1.32487 -1.51035
H -1.99104 2.06871 -1.34783
H -4.40023 -0.68692 -0.35078
H -2.99829 -1.67194 -0.20251

---

Taking the most stable structure as the zero point, the relative energies in kJ/mol are *1* 0.0; *2* 74.5.

---

*1*
14
Properties=species:S:1:pos:R:3 method="wB97M-V/def2-TZVPD" total_charge=+1 homo_energy_ev=-14.00
C 3.59266 0.55175 -0.96832
C 0.30894 0.13394 0.11654
C 0.00607 1.23649 -1.01171
N -0.26112 0.27616 1.31820
N 1.02407 -0.96160 -0.29981
O 4.61927 1.00391 -1.12351
S 1.94588 -2.21450 0.53127
H 1.02831 -2.81636 1.25114
H 0.12719 2.23797 -0.60696
H 0.72542 1.19953 -1.75768
H -1.02446 1.20604 -1.40007
H -0.74710 1.08081 1.50888
H -0.37116 -0.48791 1.95726
H 1.52524 -0.78264 -1.19271

---

*2*
14
Properties=species:S:1:pos:R:3 method="wB97M-V/def2-TZVPD" total_charge=+1 smiles="[NH3+][C@]1(S)C=NCO1" homo_energy_ev=-14.01
N -0.79876 -1.54179 -0.18665
C -0.36629 -0.03408 -0.11517
S -1.99461 0.85869 -0.70244
C 0.84390 0.46322 -1.08366
N 1.74838 1.02781 -0.44060
C 1.44727 0.89293 0.92486
O 0.13844 0.29088 1.03785
H 0.00748 -2.12347 -0.07589
H -1.46469 -1.84074 -0.95645
H -1.23868 -1.83530 0.62734
H -2.26943 1.43956 0.44950
H 0.54285 0.39163 -2.13278
H 2.07956 0.08675 1.31519
H 1.32459 1.92392 1.33891

---

Taking the most stable structure as the zero point, the relative energies in kJ/mol are *1* 0.0; *2* 146.5.

---

*1*
12
Properties=species:S:1:pos:R:3 method="wB97M-V/def2-TZVPD" smiles="N#CC1=CCC=C1" homo_energy_ev=-8.94
N -3.42203 0.10342 -0.02159
C -2.23363 -0.15580 -0.19421
C -0.82376 -0.10818 -0.11613
C -0.05873 -1.16809 -0.06259
C 1.35480 -0.59680 -0.00474
C 1.11795 0.89694 -0.24946
C -0.29294 1.05848 0.01242
H -0.69439 -2.03878 -0.06212
H 2.24040 -0.93272 -0.67034
H 1.49119 -0.70184 1.12629
H 1.91732 1.55080 -0.14960
H -0.59616 2.09258 0.39207

---

*2*
12
Properties=species:S:1:pos:R:3 method="wB97M-V/def2-TZVPD" homo_energy_ev=-10.43
C -1.98212 -1.65001 0.97071
C -1.00833 -1.44333 0.12538
C 1.36736 -1.75937 -1.92573
C -0.99238 0.09936 0.18336
C 1.13829 1.38036 0.01478
C 0.35699 0.53576 0.65905
N 0.47404 -1.70728 -1.15164
H -1.23419 0.45107 -0.82204
H -1.75468 0.51065 0.85922
H 0.85845 1.85165 -0.91237
H 2.10196 1.64632 0.41112
H 0.67462 0.08484 1.58816

---

Taking the most stable structure as the zero point, the relative energies in kJ/mol are *1* 0.0; *2* 518.7.

---

*1*
12
Properties=species:S:1:pos:R:3 method="wB97M-V/def2-TZVPD" smiles="O=CO.CSS" homo_energy_ev=-8.37
O -3.89715 0.35321 2.24141
C -2.86745 -0.03333 2.68616
O -2.70624 -0.15682 4.02427
H -2.09839 -0.47084 2.03231
H -1.83864 0.04639 4.34725
C 2.41429 0.73446 -2.27888
S 0.60823 0.49013 -1.92732
S 0.49815 -1.61013 -1.80111
H 2.79102 0.28827 -3.19768
H 2.93432 0.29010 -1.43832
H 2.44451 1.81671 -2.36688
H 1.71737 -1.74814 -2.32122

---

*2*
12
Properties=species:S:1:pos:R:3 method="wB97M-V/def2-TZVPD" homo_energy_ev=-8.97
C 2.07254 1.10767 0.19942
C -2.22490 -1.25098 -0.22431
O 1.81466 -1.71260 0.43341
O -2.12090 -0.12733 -0.64060
S 0.96859 -1.46518 -0.72816
S 0.64464 0.66311 -0.82473
H 2.87337 1.48099 -0.43572
H 1.76123 1.86380 0.91282
H 2.39683 0.20802 0.73166
H -2.30636 -1.46781 0.85539
H -0.37350 -1.71083 -0.23514
H -2.40591 -2.11211 -0.88552

---

Taking the most stable structure as the zero point, the relative energies in kJ/mol are *1* 0.0; *2* 178.2.

---

*1*
15
Properties=species:S:1:pos:R:3 method="wB97M-V/def2-TZVPD" smiles=NCN.O.O homo_energy_ev=-9.20
N 0.20920 0.84405 1.31043
C 0.57315 -0.46955 0.83289
N 0.01797 -0.89789 -0.47861
H -0.73134 1.15967 1.42240
H 0.87156 1.44682 0.84325
H 0.22977 -1.16870 1.59705
H 1.66820 -0.54739 0.76912
H -0.03964 -0.05407 -1.04899
H -0.99507 -1.06169 -0.48782
O 1.45930 -2.71959 -1.98639
H 1.71648 -3.36134 -1.29602
H 1.05543 -2.03673 -1.39469
O -2.16398 2.62094 0.05818
H -2.28778 3.44124 0.54491
H -1.58325 2.80423 -0.68571

---

*2*
15
Properties=species:S:1:pos:R:3 method="wB97M-V/def2-TZVPD" smiles=NCN.O.O homo_energy_ev=-9.30
N 3.37548 -0.31032 -0.82863
C 2.59520 -0.42924 0.36842
N 1.14021 -0.22051 0.07492
H 3.10698 -1.05084 -1.46901
H 3.05875 0.54929 -1.26097
H 2.68955 -1.40610 0.83311
H 2.90515 0.33526 1.07511
H 1.01718 0.72028 -0.30403
H 0.41931 -0.31073 0.76033
O -4.85594 2.25862 -1.91956
H -4.06373 1.89421 -1.49659
H -4.75943 3.22113 -1.87497
O -2.01481 -1.45775 2.14492
H -2.85017 -1.80919 2.49052
H -1.76374 -1.98410 1.40646

---

Taking the most stable structure as the zero point, the relative energies in kJ/mol are *1* 0.0; *2* 8.8.